Record 1
Entry from the OMol25 dataset: a molecular structure, C59H40Cl6N10W in a non-equilibrium geometry (wB97M-V/def2-TZVPD).

Results
* energy above the lowest of the compared OMol25 structures with the same formula, charge and spin: 0.0 kcal per mole
* Kohn-Sham gap (alpha / beta): 5.259 / 5.277 eV
* HOMO (alpha / beta): -12.0 / -12.0 eV
* total charge: +2

CARTESIAN COORDINATES (ANGSTROEM)
W1 -0.053 0.151 -0.031
Cl1 3.371 -1.854 8.688
C1 2.918 -1.427 7.088
C2 3.526 -0.347 6.454
C3 3.166 -0.010 5.166
C4 2.199 -0.747 4.481
C5 1.611 -1.841 5.125
C6 1.956 -2.176 6.416
C7 1.813 -0.426 3.104
C8 1.769 -1.477 2.178
C9 2.329 -2.760 2.459
C10 2.023 -3.563 1.409
C11 1.288 -2.770 0.476
C12 0.827 -3.285 -0.743
C13 1.059 -4.720 -1.005
C14 1.920 -5.091 -2.039
C15 2.258 -6.413 -2.243
C16 1.731 -7.397 -1.413
Cl2 2.179 -9.041 -1.637
C17 0.854 -7.048 -0.391
C18 0.535 -5.721 -0.187
C19 0.382 -2.459 -1.771
N1 0.475 -1.076 -1.744
C20 0.444 -0.702 -3.075
C21 0.804 0.556 -3.567
C22 0.916 0.691 -5.040
C23 1.837 -0.086 -5.743
C24 1.916 -0.023 -7.120
C25 1.046 0.798 -7.829
Cl3 1.123 0.864 -9.542
C26 0.118 1.572 -7.144
C27 0.070 1.530 -5.763
C28 1.093 1.641 -2.732
C29 1.512 2.923 -3.202
C30 1.582 3.739 -2.117
C31 1.214 2.951 -0.983
N2 0.947 1.654 -1.355
C32 1.182 3.468 0.320
C33 1.226 2.645 1.451
C34 1.311 3.115 2.795
C35 1.509 2.026 3.587
C36 1.514 0.886 2.730
N3 1.248 1.256 1.428
C37 1.049 4.927 0.446
C38 1.838 5.713 1.287
C39 1.579 7.061 1.439
C40 0.523 7.653 0.755
Cl4 0.165 9.314 0.983
C41 -0.240 6.896 -0.128
C42 0.039 5.557 -0.293
C43 0.134 -1.827 -3.902
C44 0.086 -2.915 -3.091
N4 1.172 -1.465 0.930
H1 4.281 0.223 6.969
H2 3.677 0.796 4.664
H3 0.865 -2.421 4.605
H4 1.483 -3.013 6.905
H5 2.921 -3.003 3.320
H6 2.293 -4.591 1.272
H7 2.369 -4.327 -2.654
H8 2.944 -6.684 -3.030
H9 0.444 -7.816 0.248
H10 -0.135 -5.454 0.612
H11 2.517 -0.727 -5.203
H12 2.645 -0.613 -7.651
H13 -0.564 2.199 -7.696
H14 -0.641 2.156 -5.244
H15 1.722 3.157 -4.227
H16 1.889 4.765 -2.071
H17 1.217 4.139 3.091
H18 1.611 2.003 4.652
H19 2.689 5.277 1.788
H20 2.199 7.667 2.079
H21 -1.041 7.360 -0.680
H22 -0.551 4.986 -0.993
H23 -0.012 -1.788 -4.963
H24 -0.091 -3.934 -3.368
N5 -2.605 2.145 -3.355
C45 -2.016 0.999 -2.990
N6 -1.584 1.108 -1.744
C46 -1.972 2.378 -1.382
N7 -2.579 3.020 -2.356
C47 -1.879 2.799 -0.009
C48 -2.505 3.969 0.437
N8 -2.552 4.296 1.708
C49 -2.039 3.424 2.565
C50 -1.424 2.252 2.155
N9 -1.289 1.921 0.851
H25 -3.031 2.396 -4.238
H26 -1.944 0.130 -3.616
H27 -2.973 4.640 -0.268
H28 -2.117 3.671 3.615
H29 -1.029 1.571 2.898
Cl5 -1.817 -2.550 5.425
C51 -1.563 -0.872 4.938
Cl6 -1.231 -0.768 3.168
H30 -0.698 -0.477 5.468
H31 -2.470 -0.307 5.142
C52 -1.772 -3.478 1.668
C53 -2.709 -2.922 0.644
C54 -3.706 -3.748 0.160
C55 -4.736 -3.269 -0.632
C56 -4.832 -1.902 -0.829
C57 -3.858 -1.038 -0.368
C58 -4.193 0.426 -0.366
C59 -2.665 -1.552 0.231
N10 -1.545 -0.817 0.358
H32 -1.698 -4.555 1.557
H33 -2.203 -3.293 2.654
H34 -0.784 -3.031 1.632
H35 -3.685 -4.791 0.439
H36 -5.500 -3.934 -1.002
H37 -5.710 -1.483 -1.300
H38 -5.160 0.545 0.120
H39 -4.291 0.829 -1.373
H40 -3.459 0.990 0.202

***

Record 2
Entry from the OMol25 dataset: C6H6O in the gas phase in a non-equilibrium geometry (wB97M-V/def2-TZVPD).

Results
* energy above the lowest of the compared OMol25 structures with the same formula, charge and spin: 65.5 kcal per mole
* Kohn-Sham gap: 9.898 eV
* HOMO: -9.0 eV
* total charge: 0

CARTESIAN COORDINATES (ANGSTROEM)
C1 2.837 -0.631 0.578
C2 1.794 -0.130 0.298
C3 0.445 0.084 0.024
C4 -0.286 1.172 0.172
C5 -1.703 0.844 -0.163
O1 -1.705 -0.521 -0.557
C6 -0.414 -1.062 -0.416
H1 3.811 -0.935 0.819
H2 0.050 2.144 0.498
H3 -2.365 0.991 0.701
H4 -2.093 1.446 -0.992
H5 -0.094 -1.540 -1.351
H6 -0.276 -1.862 0.389

***

Record 3
Entry from the OMol25 dataset: a molecular structure, C5H10O in a non-equilibrium geometry (wB97M-V/def2-TZVPD).

Results
* energy above the lowest of the compared OMol25 structures with the same formula, charge and spin: 99.0 kcal per mole
* Kohn-Sham gap: 10.059 eV
* HOMO: -9.2 eV
* total charge: 0

CARTESIAN COORDINATES (ANGSTROEM)
C1 -0.865 -0.160 -1.381
C2 0.165 0.055 -0.285
C3 1.467 -0.644 -0.346
C4 0.193 1.332 0.576
C5 -0.359 0.087 1.161
O1 -1.728 0.238 1.366
H1 -0.999 -1.229 -1.599
H2 -1.835 0.232 -1.057
H3 -0.589 0.340 -2.314
H4 2.355 -0.069 -0.113
H5 1.606 -1.214 -1.293
H6 1.461 -1.312 1.061
H7 1.186 1.625 0.879
H8 -0.467 2.169 0.316
H9 0.547 -0.787 1.692
H10 -2.141 -0.631 1.398